No. 1
Below is the molecule C4H7NO at a distorted geometry, with properties calculated with ωB97M-V/def2-TZVPD.

XYZ file:
```
13
Properties=species:S:1:pos:R:3:forces:R:3
O -1.58661 -1.38529 0.74802 0.2 -0.2 -0.1
C -1.38252 -0.63158 -0.29989 -0.1 -0.7 -0.3
C -0.22931 1.49009 0.14620 -0.3 0.2 0.0
N 0.66643 0.70039 -0.71133 -0.3 0.0 -0.1
C 1.26366 -0.42731 -0.00473 0.1 -0.2 0.2
C 0.03669 -0.62199 -0.81951 -0.2 -0.3 -0.1
H -0.77950 -1.83773 1.06711 0.1 0.1 0.0
H -1.23453 0.95737 0.20551 0.7 0.8 0.5
H 0.21531 1.69205 1.12890 -0.2 0.0 -0.2
H -0.50903 2.41503 -0.35159 0.3 0.2 0.0
H 1.21713 -0.43257 1.08505 -0.1 0.0 -0.1
H 2.20839 -0.77675 -0.41923 -0.2 0.1 0.1
H 0.11389 -1.14172 -1.77451 0.0 0.1 0.1
```
Forces are in eV/Å.

Computed properties:
HOMO level (eV): -8.5
Energy above the lowest of the compared OMol25 structures with the same formula, charge and spin (eV): 5.315
HOMO-LUMO gap (eV): 9.21
Max |F| (eV/Å): 1.15

Charges computed using Mulliken, reported in e:
1 O -0.2382
2 C -0.5166
3 C -0.5931
4 N -0.3660
5 C -0.3450
6 C -0.0317
7 H 0.3034
8 H 0.3026
9 H 0.2733
10 H 0.3208
11 H 0.2610
12 H 0.2777
13 H 0.3518

No. 2
Below is a cluster of 9 separate species, C75H139N9O11 in total at a distorted geometry, with properties calculated with ωB97M-V/def2-TZVPD.

XYZ file:
```
234
Properties=species:S:1:pos:R:3:forces:R:3
C 0.74607 -2.06754 0.22097 1.4 -0.6 1.4
C 1.39805 -0.72332 0.57133 -2.4 0.6 -1.6
N 0.32090 0.29883 0.62082 -1.0 -0.6 1.3
C -0.52342 0.49708 1.72263 -0.4 0.8 -0.3
C -1.55599 1.29687 1.28810 0.1 -0.4 1.7
N -1.28728 1.59864 0.00158 -0.4 -1.0 -0.9
C -0.22428 0.89968 -0.40297 -0.8 1.0 1.3
C -2.04574 2.45427 -0.87466 -1.5 0.3 0.8
H 0.97939 -2.28120 -0.76853 0.0 0.2 -2.3
H -0.33119 -2.12287 0.33673 0.0 0.0 0.5
H 1.32193 -2.91120 0.65355 -1.0 0.5 0.8
H 1.98940 -0.42030 -0.28452 0.7 0.1 0.3
H 1.79801 -0.59631 1.52843 1.4 -0.5 1.3
H -0.28402 0.22331 2.73675 0.1 -0.3 -0.1
H -2.47528 1.63910 1.80615 1.1 -0.1 -0.5
H 0.04283 0.81183 -1.39111 0.9 -0.1 -2.5
H -1.99764 3.44712 -0.48041 0.0 0.7 0.4
H -3.11345 2.18662 -0.99465 0.7 -0.3 0.3
H -1.57176 2.44793 -1.80321 0.7 -0.2 -1.7
C 0.64659 1.91545 -5.18145 -2.9 0.9 2.2
C 1.74336 1.82075 -6.02578 1.5 -1.8 -0.2
C 2.87079 0.72274 -5.66111 0.8 1.0 0.2
O 3.91458 0.63766 -6.34932 -1.7 -0.1 0.6
C 2.65481 0.01294 -4.43144 -1.3 1.1 -0.6
C 1.58849 0.29410 -3.52190 0.4 0.9 -2.5
C 0.42173 1.30050 -3.94866 0.3 -1.6 -0.4
O -0.65621 1.24865 -3.22603 1.8 0.7 -1.1
O 1.46663 -0.23627 -2.42517 -0.2 -1.1 2.3
O 1.79316 2.43290 -7.07303 0.5 0.6 -1.0
H -0.17160 2.55955 -5.53759 0.3 -0.1 0.0
H 3.35622 -0.76878 -4.27187 0.5 -0.6 0.7
C -0.75408 3.59983 3.48769 0.4 -0.6 0.6
C -0.52955 5.00240 4.05655 -0.3 1.2 -1.8
C 0.83637 5.58600 3.57188 -2.2 -1.4 -1.6
C 0.88152 7.03441 3.71188 0.8 1.6 -3.2
C -0.21517 7.76653 2.78398 1.5 -0.7 1.8
C -1.62174 7.23800 2.92882 -1.6 -1.0 -0.2
N -1.62783 5.79657 3.32761 -2.1 -1.2 1.1
O -2.85197 5.24131 3.30904 3.0 1.2 0.4
C -2.39329 8.04419 4.06297 1.6 -2.3 -0.3
C -2.41496 7.12688 1.56053 0.2 3.2 1.5
C -0.72540 5.10377 5.56268 1.0 -0.2 -0.4
H -0.82959 3.75001 2.40347 0.2 -0.4 0.2
H -1.72273 3.16115 3.82660 0.8 0.4 -0.1
H 0.09713 2.91292 3.75816 -0.8 0.7 -0.4
H 1.54724 4.96547 4.02516 1.6 -0.4 1.1
H 0.99849 5.44471 2.49331 -0.5 -0.6 0.2
H 1.86556 7.39901 3.28679 -0.9 -0.2 0.7
H 0.80667 7.33373 4.69219 -0.2 1.0 2.4
H 0.15307 7.75100 1.77069 0.0 -0.1 -0.4
H -0.15659 8.76365 3.21023 -0.3 0.5 -0.6
H -1.64341 8.06378 4.88465 -0.8 -0.1 0.0
H -2.57377 9.05812 3.80322 -0.5 0.8 -0.5
H -3.26784 7.41727 4.30004 0.2 0.7 0.2
H -1.97703 6.36906 0.96203 0.2 -0.7 -0.5
H -3.50195 7.01767 1.74585 0.8 -0.1 -0.3
H -2.20889 8.12734 1.10113 -0.5 -0.7 -0.2
H -0.01079 4.47324 6.07562 0.1 -0.8 -0.1
H -1.71132 4.73778 5.69435 -1.0 -0.1 0.8
H -0.50778 6.04396 6.06078 -0.6 0.6 -0.5
C 1.26301 -7.10168 0.00455 -0.1 0.7 -0.3
C -0.19186 -6.57624 0.17887 -0.2 -2.5 -3.0
C -1.20726 -7.76369 -0.31824 0.4 1.2 1.1
C -2.57399 -7.63884 0.34429 -0.6 1.6 0.8
C -2.49257 -7.73356 1.92792 0.6 0.2 -2.9
C -1.71970 -6.48884 2.35031 1.3 -0.8 2.2
N -0.47570 -6.28343 1.52246 2.7 3.0 3.9
O 0.50177 -5.46749 2.10630 -3.4 -2.5 -1.6
C -2.53135 -5.19117 2.47180 0.1 -1.4 0.0
C -1.22291 -6.79099 3.83482 0.9 -0.5 -1.6
C -0.43403 -5.29892 -0.69821 -0.6 -0.1 1.9
H 1.47603 -7.94906 0.72137 -0.1 0.8 -1.1
H 1.96403 -6.25966 0.18996 -0.4 -0.6 0.2
H 1.36906 -7.30893 -1.10065 0.0 -0.5 1.3
H -1.24787 -7.67212 -1.39252 -0.3 0.2 -0.4
H -0.92868 -8.80401 -0.15668 1.0 0.1 0.4
H -3.23544 -8.35819 -0.07454 -0.7 -0.7 -0.2
H -2.99414 -6.65321 0.10363 -0.1 -0.1 -0.1
H -2.00859 -8.74199 1.98699 -0.1 1.0 1.2
H -3.43079 -7.62280 2.48393 -0.1 -0.7 -0.5
H -2.91203 -4.85132 1.55189 -1.2 0.1 -1.3
H -3.27929 -5.21786 3.29397 0.6 0.1 -0.6
H -1.73544 -4.52614 2.59143 1.0 1.6 1.2
H -0.63340 -5.95598 4.26177 -0.5 -0.5 -0.3
H -2.11556 -7.02329 4.43527 0.5 -0.1 -0.1
H -0.54667 -7.68058 3.65144 -0.7 0.8 1.0
H 0.10170 -4.48716 -0.21035 -0.2 0.1 0.3
H -1.52171 -5.12954 -0.60155 0.4 0.4 -0.5
H -0.09889 -5.22958 -1.71204 0.0 -0.9 -0.7
C 6.97428 -1.31199 -1.26643 -1.8 0.9 -1.4
C 5.36321 -1.18078 -0.79455 6.7 4.5 1.7
C 4.47808 -1.97496 -1.56153 -2.2 -2.0 1.0
C 4.41299 -3.53044 -1.13014 -2.3 3.2 -3.1
C 4.02550 -3.61224 0.25618 -2.2 -1.9 2.9
C 5.07355 -3.01881 1.16210 -1.0 1.8 0.3
N 5.14964 -1.46948 0.69840 0.6 -2.8 -0.5
O 5.50740 -0.74046 1.65231 0.7 1.8 -0.8
C 4.53485 -2.88862 2.55227 -1.3 -0.2 -0.2
C 6.33145 -3.78173 1.11053 3.3 2.3 -3.0
C 5.31161 0.42730 -1.01070 -1.7 -0.8 1.4
H 7.25998 -2.31398 -1.22935 0.8 -1.7 0.0
H 7.65668 -0.71034 -0.65871 -0.4 0.0 0.0
H 7.07511 -0.98538 -2.39983 -0.5 -0.5 2.4
H 3.49016 -1.53113 -1.30320 0.1 -0.6 -0.9
H 4.69066 -1.85412 -2.58659 0.0 0.1 -1.3
H 5.25769 -4.07331 -1.39643 1.7 -0.9 -0.3
H 3.62686 -3.79491 -1.85039 0.0 -0.8 0.5
H 3.70613 -4.64478 0.62737 1.3 0.5 -0.6
H 3.02885 -3.20245 0.56435 1.1 0.7 -1.1
H 3.49923 -2.74598 2.33500 -1.2 -0.1 0.7
H 4.64353 -3.68605 3.26188 0.3 -0.7 -0.1
H 4.80235 -1.96862 2.98924 0.8 0.7 0.7
H 6.13566 -4.80128 0.93936 0.0 -1.5 0.6
H 6.87756 -3.48567 0.14066 -0.9 -0.6 1.0
H 7.16210 -3.47865 1.76396 -0.8 -0.6 0.7
H 4.61035 0.60065 -1.78459 -1.2 0.2 -0.8
H 6.12131 1.12324 -1.27339 0.7 -1.3 0.3
H 4.91285 0.79293 -0.05887 -0.2 0.3 -0.2
C 1.37313 7.24357 -2.36788 2.4 -0.5 1.2
C 0.79094 5.90379 -1.96334 -3.3 -1.6 -2.7
C 0.81794 4.73488 -3.12988 -0.7 2.5 2.8
C 2.21868 4.39805 -3.25463 1.9 -1.8 -1.7
C 2.64993 3.41846 -2.11211 0.1 3.7 -0.7
C 2.50931 4.23699 -0.79684 -1.5 -2.8 1.5
N 1.49173 5.31038 -0.79725 -2.1 1.7 1.4
O 1.17797 5.89225 0.35670 1.3 -1.3 -1.8
C 2.04786 3.20003 0.33197 -0.4 2.4 1.4
C 3.75706 4.89468 -0.36381 0.7 -0.6 0.5
C -0.72971 6.18718 -1.60321 1.4 -0.1 2.7
H 1.08918 7.61064 -3.31663 -0.4 -0.2 -1.4
H 2.48080 7.00104 -2.37208 -1.0 1.3 -0.1
H 1.13898 8.10035 -1.70401 0.3 -0.9 0.3
H 0.20825 3.93040 -2.72109 -0.1 -0.1 -0.4
H 0.43259 5.13026 -4.03753 -0.7 0.3 -0.6
H 2.78505 5.32998 -3.20835 0.4 -0.1 0.3
H 2.44775 4.07956 -4.31175 -0.1 -0.5 1.2
H 3.71003 3.32698 -2.29356 0.3 -1.1 0.3
H 2.07071 2.52776 -1.99433 -0.1 -0.7 -0.6
H 0.91830 3.17687 0.32079 1.3 -0.7 -0.1
H 2.59942 2.25562 0.41904 -0.4 0.1 -0.8
H 2.29636 3.71807 1.30833 -0.5 -0.5 -0.8
H 3.61411 5.30389 0.64552 0.5 -0.4 -0.2
H 4.59620 4.20194 -0.55350 -0.1 0.5 0.7
H 3.81489 5.71684 -1.00086 0.9 1.6 -1.2
H -1.40238 6.89383 -2.09997 1.0 0.1 -0.6
H -0.43271 6.58947 -0.60075 -1.4 0.2 -0.5
H -1.35059 5.31961 -1.37910 0.4 -0.4 -0.3
C 1.26511 -1.50796 5.39580 3.0 1.6 1.5
C 1.37314 -0.04129 6.15614 -0.7 -4.2 2.9
C 1.97262 -0.28496 7.66354 -0.5 -2.7 -1.1
C 3.57029 -0.33103 7.64432 -3.6 3.5 1.6
C 3.92767 1.07286 7.11414 1.8 0.2 -1.0
C 3.50985 1.37681 5.59117 4.0 2.0 3.7
N 2.29188 0.82872 5.48513 -7.1 -1.0 -5.5
O 1.61533 1.26442 4.39879 2.0 -1.1 0.6
C 3.29695 2.84699 5.35956 -0.1 0.8 0.0
C 4.55493 0.84400 4.63462 -0.5 -0.7 1.9
C -0.06856 0.53403 6.16857 0.9 3.5 -1.2
H 0.92564 -1.38900 4.44189 -1.4 1.0 -2.7
H 0.59656 -2.25447 5.82089 0.6 0.1 0.7
H 2.33089 -1.79532 5.12271 -1.1 -0.5 1.1
H 1.34038 0.34426 8.32061 1.4 0.4 0.0
H 1.87696 -1.31865 8.17237 -1.2 1.1 -1.5
H 3.88383 -1.26890 7.24339 0.5 -0.2 -0.7
H 3.65432 -0.32737 8.73691 1.2 -0.2 -0.2
H 5.01439 1.18201 7.04922 0.1 0.3 0.5
H 3.53431 1.86856 7.80839 0.2 -0.9 -0.7
H 2.26756 2.86543 5.47483 -2.1 0.9 -0.5
H 3.48344 3.58952 6.10896 1.7 0.2 0.5
H 3.52828 3.10350 4.33294 0.2 0.5 0.1
H 5.50611 1.33887 4.63555 0.4 0.2 0.5
H 4.54710 -0.13694 5.02780 1.3 -1.7 -0.2
H 4.22825 0.78133 3.66102 -1.0 0.1 -2.3
H -0.89179 -0.01210 5.79904 -0.5 -1.5 -0.2
H -0.11315 1.45088 5.46528 0.3 -1.6 0.9
H -0.38459 1.04587 7.05483 0.1 -0.3 1.2
C -4.56766 0.87150 -3.30429 0.4 2.0 -1.9
C -5.78739 0.22511 -2.83596 -4.0 -5.4 2.7
C -6.35305 -0.89948 -3.82074 -0.7 0.3 0.4
C -7.28405 -2.05383 -3.22588 1.8 -0.2 0.5
C -6.29452 -2.84135 -2.09426 -2.8 0.7 0.5
C -5.75250 -1.95704 -0.92304 -2.5 4.2 -2.5
N -5.25318 -0.52035 -1.59572 -1.4 -3.0 -1.7
O -4.64355 0.25340 -0.87989 1.7 1.5 3.0
C -7.01768 -1.35178 -0.11034 1.2 -4.3 2.8
C -4.59934 -2.45046 -0.09031 0.1 -1.6 -0.3
C -7.06505 1.15899 -2.32941 4.3 1.7 -0.2
H -4.77840 1.92167 -3.13060 1.2 0.6 0.6
H -4.61649 0.87664 -4.37514 0.0 -0.2 -1.0
H -3.54729 0.47282 -3.07580 -1.2 0.5 0.4
H -6.95779 -0.37012 -4.61704 1.0 -0.5 0.5
H -5.45905 -1.43955 -4.19273 -0.8 0.6 -0.3
H -7.57240 -2.71758 -4.15339 0.7 0.9 2.1
H -8.24842 -1.71474 -2.73287 1.2 -0.2 -0.5
H -5.49973 -3.36660 -2.55427 0.9 -0.3 -0.9
H -6.93400 -3.60763 -1.57406 0.5 0.4 -0.5
H -7.56822 -2.33968 0.06663 0.2 1.2 0.3
H -6.77056 -0.97630 0.92365 0.3 -0.5 -1.0
H -7.77619 -0.68762 -0.40104 -0.3 1.0 -1.7
H -3.74395 -2.72966 -0.70605 0.1 0.8 -0.6
H -4.36129 -1.60883 0.53345 0.5 -0.1 0.7
H -4.65345 -3.46945 0.40809 -1.1 1.4 0.1
H -6.65308 1.78111 -1.47549 -0.3 -0.8 -0.7
H -8.07207 0.87914 -2.01845 0.3 -0.7 -0.9
H -6.91429 1.86167 -3.16456 -1.5 0.2 0.1
C -2.60585 -4.61397 -3.72519 0.6 -2.7 0.0
C -1.80041 -3.49075 -4.21883 -0.3 3.3 -3.7
C -0.58376 -3.84305 -5.14796 1.6 -1.7 1.8
C -0.14216 -3.14441 -6.38073 0.9 5.9 1.5
C -1.34995 -2.73123 -7.23055 2.5 0.4 -0.4
C -2.37222 -1.91589 -6.46744 0.7 -1.4 4.4
N -2.76966 -2.75109 -5.11528 -2.2 1.0 -1.1
O -4.03741 -2.62737 -4.70423 3.4 -0.6 -0.7
C -1.74155 -0.56374 -5.91596 0.4 0.4 -0.5
C -3.65654 -1.78427 -7.17030 -0.1 2.5 0.1
C -1.42295 -2.53930 -3.13252 0.7 -0.6 2.3
H -3.25656 -5.14180 -4.48869 0.9 0.8 1.0
H -3.06679 -4.45455 -2.77493 -1.2 0.8 0.2
H -1.83707 -5.26404 -3.34156 0.4 -1.3 -0.2
H 0.34775 -4.06862 -4.53315 -1.2 0.6 -0.2
H -0.73974 -4.77593 -5.56311 -1.1 -2.7 -0.3
H 0.59505 -3.54868 -7.01987 0.5 -1.8 -0.4
H 0.50384 -2.26596 -6.02252 -1.2 -0.3 -0.5
H -1.47394 -3.78478 -7.49695 -2.1 0.3 -0.9
H -0.97461 -2.10480 -8.11195 -0.7 -1.0 1.0
H -0.93293 -0.50418 -5.09147 -1.9 -0.7 -1.1
H -1.17128 -0.20707 -6.74252 0.8 0.3 -1.0
H -2.45051 0.29830 -5.83914 0.1 -1.1 0.6
H -4.02377 -2.74660 -7.53014 -0.3 0.4 0.1
H -4.30845 -1.17093 -6.47538 0.2 -1.1 -1.2
H -3.32401 -1.10460 -7.97427 -0.8 -0.3 -0.4
H -2.25752 -2.66895 -2.42393 0.7 0.3 0.5
H -1.35902 -1.48070 -3.28646 0.0 0.5 -0.9
H -0.41565 -2.80476 -2.70243 -1.1 0.0 0.0
```
Forces are in eV/Å.

Computed properties:
Total charge: -1
HOMO level (alpha / beta) (eV): -3.8 / -3.8
Spin multiplicity: 8
HOMO-LUMO gap (alpha / beta) (eV): 5.56 / 4.99
Max |F| (eV/Å): 9.09

Atom charges from the Mulliken analysis, given in e for atoms 1 to 99:
1 C -1.7335
2 C -0.0016
3 N 1.1240
4 C -0.4565
5 C -1.4981
6 N 1.2435
7 C 0.7542
8 C -0.1701
9 H 0.7380
10 H 0.7799
11 H 0.1301
12 H -0.7061
13 H 0.9167
14 H 0.3097
15 H 0.5809
16 H -0.8544
17 H -0.0805
18 H -0.1999
19 H 0.0086
20 C -0.7065
21 C 0.3363
22 C 0.2243
23 O -0.7893
24 C -1.2378
25 C 1.0348
26 C 0.5265
27 O -0.6815
28 O -0.2182
29 O -0.7473
30 H 0.1251
31 H 0.2975
32 C -0.6176
33 C 1.1542
34 C -0.0166
35 C -1.2629
36 C -1.0276
37 C 1.1683
38 N 1.2882
39 O -0.6855
40 C -1.7668
41 C -1.3720
42 C -1.9282
43 H 0.1185
44 H 0.6970
45 H -0.5793
46 H 0.4326
47 H -0.3116
48 H 0.3731
49 H 0.5660
50 H 0.1587
51 H 0.5228
52 H 0.3258
53 H 0.4617
54 H 0.3646
55 H 0.0465
56 H 0.3813
57 H 0.4141
58 H 0.2497
59 H 0.5557
60 H 0.2929
61 C -0.9793
62 C 1.3068
63 C -1.2357
64 C -0.5966
65 C -0.9619
66 C 1.0984
67 N 0.9191
68 O -0.5328
69 C -1.9458
70 C -1.5564
71 C -0.1511
72 H 0.4616
73 H -0.2709
74 H 0.3669
75 H 0.4741
76 H 0.3666
77 H 0.5453
78 H 0.0081
79 H 0.2579
80 H 0.5196
81 H 0.3788
82 H 0.4617
83 H 0.5568
84 H 0.2899
85 H 0.4194
86 H 0.3776
87 H -0.7362
88 H -0.1669
89 H 0.6306
90 C -1.7709
91 C 1.6220
92 C -0.2360
93 C -1.9484
94 C 0.0834
95 C 2.2198
96 N 0.8652
97 O -0.7246
98 C -2.4931
99 C -1.3863